Record 1
ORCA calculation (ωB97M-V/def2-TZVPD) on an isolated molecule of C7H12.

Output
HOMO-LUMO gap ... 10.37 eV
SMILES ... C[C@@H]1C=C[C@H](C)C1

```
! RIJCOSX wB97M-V def2-TZVPD def2/J DEFGRID3
* xyz 0 1
C -2.48 -0.38 -0.04
C -1.21 0.45 -0.01
C -0.10 -0.07 0.92
C 1.23 0.43 0.30
C 2.38 -0.58 0.43
C 0.85 0.62 -1.15
C -0.47 0.55 -1.33
H -2.28 -1.39 -0.43
H -2.91 -0.48 0.96
H -3.24 0.08 -0.69
H -1.48 1.48 0.29
H -0.23 0.23 1.96
H -0.11 -1.17 0.88
H 1.54 1.38 0.76
H 2.09 -1.52 -0.04
H 2.64 -0.78 1.47
H 3.28 -0.21 -0.09
H 1.59 0.76 -1.93
H -0.97 0.58 -2.30
*
```



Record 2
ORCA calculation (ωB97M-V/def2-TZVPD) on a cluster of 8 separate species, C5H27NO8S in total in a non-equilibrium geometry.

Output
HOMO-LUMO gap ... 9.56 eV
SMILES ... OCCNCCCS.O.O.O.O.O.O.O

```
! RIJCOSX wB97M-V def2-TZVPD def2/J DEFGRID3
* xyz 0 1
C 1.51 -0.09 -0.43
C 2.87 -0.69 -0.83
S 3.91 -0.91 0.59
C 1.59 1.34 -0.86
N 0.29 2.08 -1.36
C -0.80 1.77 -0.36
C -1.80 0.88 -1.05
O -2.61 0.14 -0.08
H 0.60 -0.66 -0.86
H 1.29 -0.21 0.69
H 3.42 0.10 -1.57
H 2.77 -1.67 -1.32
H 3.89 0.35 1.28
H 2.34 1.58 -1.77
H 2.10 1.96 -0.01
H 0.42 3.02 -1.42
H -0.25 1.42 0.53
H -1.34 2.63 0.06
H -2.60 1.56 -1.32
H -1.52 0.33 -1.97
H -2.35 -0.74 0.05
H -1.56 0.64 3.32
H -1.70 1.30 1.82
O -1.14 1.06 2.59
H 0.96 -2.69 2.92
H 2.04 -3.03 1.83
O 1.13 -3.30 2.17
H -2.14 -3.36 1.00
H -0.80 -2.83 1.64
O -1.77 -2.65 1.34
H -0.65 -2.67 -3.18
H 0.00 -1.44 -2.58
O -0.53 -2.24 -2.33
H 0.54 1.93 2.55
H 1.24 2.64 1.20
O 1.45 2.29 2.14
H -3.63 -0.15 1.55
H -2.79 -1.18 2.24
O -3.39 -0.46 2.41
H -0.93 0.19 -3.66
H -0.01 1.20 -3.09
O -0.07 0.57 -3.85
*
```



Record 3
ORCA calculation (ωB97M-V/def2-TZVPD) on a structure of composition C11H17N2O2 in a non-equilibrium geometry.

Output
HOMO-LUMO gap (alpha / beta) ... 7.85 / 7.85 eV

```
! RIJCOSX wB97M-V def2-TZVPD def2/J DEFGRID3
* xyz 1 1
C -0.82 -1.48 2.64
C 2.27 2.02 0.17
C 1.67 2.73 -1.00
C -0.90 1.92 1.10
C -0.71 -1.14 -2.69
C 1.31 0.14 -1.46
C -0.35 0.75 1.87
C -0.41 -1.93 -1.44
C 1.13 1.37 -0.58
C -0.23 1.27 -0.05
C -0.09 -0.46 -1.50
N -1.41 -2.66 2.43
N -1.01 -0.46 1.85
O -0.96 0.38 -0.75
O -1.46 -2.33 -0.60
H -0.19 -1.36 3.51
H 3.24 1.57 0.05
H 2.08 2.40 1.16
H 1.05 3.59 -0.82
H 2.23 2.77 -1.92
H -1.98 1.97 1.01
H -0.48 2.87 1.40
H -0.09 -1.30 -3.56
H -1.74 -0.91 -2.89
H 1.65 0.40 -2.46
H 2.02 -0.57 -1.02
H 0.54 0.84 2.45
H 0.42 -2.63 -1.46
H -1.24 -3.43 3.05
H -1.88 -2.83 1.56
H -1.63 -0.59 1.04
H -2.03 -2.93 -1.09
*
```



Record 4
ORCA calculation (ωB97M-V/def2-TZVPD) on an isolated molecule of C4H5FO in a non-equilibrium geometry.

Output
HOMO-LUMO gap ... 10.81 eV
SMILES ... C=C(F)[C@@H]1CO1

```
! RIJCOSX wB97M-V def2-TZVPD def2/J DEFGRID3
* xyz 0 1
C -0.83 0.07 -0.01
C -1.19 1.36 0.12
C 0.52 -0.49 -0.35
C 1.47 -0.24 0.68
H -2.17 1.93 0.00
H -0.13 1.97 -0.17
H 0.45 -1.54 -0.90
H 1.31 0.51 1.52
H 2.32 -0.76 1.05
O 1.64 0.36 -0.57
F -1.64 -1.02 0.04
*
```



Record 5
ORCA calculation (ωB97M-V/def2-TZVPD) on a cluster of 2 separate species, C9H17N4O in total in a non-equilibrium geometry.

Output
HOMO-LUMO gap ... 9.38 eV

```
! RIJCOSX wB97M-V def2-TZVPD def2/J DEFGRID3
* xyz 1 1
C 2.12 -1.70 -0.52
C 1.06 -0.74 -0.25
C 3.55 -1.53 -0.06
C 1.28 0.53 0.48
C 3.73 -0.12 0.57
C 2.51 0.33 1.39
C -2.99 0.26 -1.28
C -4.59 0.70 0.46
C -2.63 -0.92 0.97
N 1.65 -2.67 -1.27
N 0.35 -2.43 -1.40
N -0.04 -1.29 -0.74
N -3.32 0.11 0.12
O -2.27 0.41 1.02
H 3.74 -2.38 0.64
H 4.17 -1.60 -1.05
H 1.31 1.37 -0.21
H 0.35 0.72 0.96
H 4.54 -0.20 1.17
H 3.84 0.56 -0.33
H 2.61 1.24 1.84
H 2.33 -0.37 2.17
H -3.33 1.20 -1.67
H -1.91 0.12 -1.34
H -3.60 -0.40 -1.87
H -4.93 0.24 1.44
H -4.56 1.81 0.42
H -5.35 0.34 -0.12
H -3.07 -1.45 1.76
H -1.96 -1.44 0.24
H -0.10 -3.18 -1.86
*
```



Record 6
ORCA calculation (ωB97M-V/def2-TZVPD) on a cluster of 2 separate species, C3H8FN2 in total.

Output
HOMO-LUMO gap ... 9.71 eV

```
! RIJCOSX wB97M-V def2-TZVPD def2/J DEFGRID3
* xyz 1 1
C -1.37 -0.80 -0.89
C 0.53 1.14 0.70
C 2.15 -0.23 -0.29
N -2.05 -0.61 0.19
N 0.93 0.04 -0.13
F -0.97 -1.99 -1.19
H 1.38 1.69 1.10
H -0.10 1.82 0.12
H -0.06 0.75 1.54
H 2.95 0.35 0.16
H 2.42 -1.06 -0.92
H -2.19 -1.37 0.85
H -1.21 -0.04 -1.66
H -2.41 0.31 0.43
*
```



Record 7
ORCA calculation (ωB97M-V/def2-TZVPD) on the ion C4H6N3O with charge -1 in a non-equilibrium geometry.

Output
HOMO-LUMO gap ... 6.03 eV
SMILES ... CN([O-])c1ncc[nH]1

```
! RIJCOSX wB97M-V def2-TZVPD def2/J DEFGRID3
* xyz -1 1
C -2.17 -0.81 0.16
C -2.17 0.61 0.19
C -0.15 -0.05 -0.20
C 2.22 -0.63 -0.01
N -0.88 -1.21 -0.16
N -0.91 1.05 -0.09
N 1.16 0.11 -0.54
O 1.53 1.39 -0.39
H -2.97 -1.47 0.32
H -2.84 1.45 0.27
H 2.50 -0.22 0.92
H 1.96 -1.65 0.22
H 3.18 -0.50 -0.71
H -0.45 1.93 0.03
*
```



Record 8
ORCA calculation (ωB97M-V/def2-TZVPD) on an isolated molecule of C3H6OS in a non-equilibrium geometry.

Output
HOMO-LUMO gap ... 9.32 eV
SMILES ... C[C@@H](S)C=O

```
! RIJCOSX wB97M-V def2-TZVPD def2/J DEFGRID3
* xyz 0 1
C -1.21 0.58 -1.46
C -0.47 0.29 -0.13
C 0.56 1.22 0.29
H -2.38 0.38 -1.11
H -1.35 1.71 -1.17
H -0.74 0.17 -2.49
H -1.27 0.50 0.58
H 0.83 -0.89 1.24
H 0.37 2.37 0.27
O 1.50 0.82 1.03
S -0.04 -1.46 0.14
*
```



Record 9
ORCA calculation (ωB97M-V/def2-TZVPD) on an isolated molecule of C5H8O in a non-equilibrium geometry.

Output
HOMO-LUMO gap (alpha / beta) ... 7.28 / 7.60 eV

```
! RIJCOSX wB97M-V def2-TZVPD def2/J DEFGRID3
* xyz 0 1
C 2.79 -0.12 -0.19
C 1.42 -0.19 0.05
C 0.25 -0.03 -0.45
C -1.12 0.45 -0.35
C -2.04 -0.76 -0.23
O -1.43 1.32 0.74
H 3.48 -0.72 0.38
H 1.87 0.03 1.14
H 3.16 0.50 -1.00
H -1.36 0.96 -1.30
H -1.76 -1.34 0.66
H -3.08 -0.44 -0.13
H -1.93 -1.41 -1.11
H -0.76 2.02 0.74
*
```



Record 10
ORCA calculation (ωB97M-V/def2-TZVPD) on the ion C4H4ClF2N2 with charge +1 in a non-equilibrium geometry.

Output
HOMO-LUMO gap ... 9.46 eV
SMILES ... FC1=N[C@@H](F)CC(Cl)=[NH+]1

```
! RIJCOSX wB97M-V def2-TZVPD def2/J DEFGRID3
* xyz 1 1
C 0.67 -0.45 -1.21
C -0.26 -1.29 0.74
C 0.00 0.86 -0.74
C -0.24 1.05 0.72
N 0.24 -1.50 -0.36
N -0.41 -0.05 1.39
F -0.60 -2.29 1.47
F 0.31 -0.70 -2.55
Cl -0.30 2.54 1.50
H 1.70 -0.51 -1.04
H 0.49 1.77 -1.19
H -0.94 0.79 -1.17
H -0.66 -0.21 2.46
*
```



Record 11
ORCA calculation (ωB97M-V/def2-TZVPD) on a cluster of 4 separate species, C12H22Br2O9 in total in a non-equilibrium geometry.

Output
HOMO-LUMO gap ... 10.60 eV
SMILES ... C[C@H]1COC(=O)O1.COC(=O)OC.COC(=O)OC.BrCCBr

```
! RIJCOSX wB97M-V def2-TZVPD def2/J DEFGRID3
* xyz 0 1
C 0.70 -0.03 -1.40
C 2.09 0.00 -0.73
C 2.06 -0.66 0.68
O 2.86 -1.76 0.46
C 3.48 -1.70 -0.72
O 4.40 -2.46 -1.02
O 2.87 -0.87 -1.55
H -0.01 0.76 -1.20
H 0.20 -0.94 -1.05
H 0.74 0.11 -2.48
H 2.43 1.03 -0.70
H 1.12 -1.02 1.09
H 2.45 0.07 1.38
Br 3.97 -0.06 6.76
C 3.45 1.62 5.80
C 2.60 1.26 4.59
Br 1.33 2.73 4.07
H 4.26 2.28 5.49
H 2.74 2.02 6.53
H 2.09 0.31 4.74
H 3.26 1.02 3.75
C -0.53 -0.57 3.58
O -0.96 -0.30 2.24
C -2.19 -0.04 1.80
O -3.16 -0.27 2.56
O -2.29 0.30 0.51
C -3.51 0.78 -0.04
H 0.45 -1.05 3.61
H -1.36 -1.05 4.09
H -0.32 0.40 4.04
H -4.04 -0.14 -0.29
H -3.42 1.37 -0.95
H -4.03 1.47 0.63
C -2.48 -1.05 -2.42
O -2.73 -0.45 -3.68
C -1.76 -0.41 -4.71
O -0.70 -1.00 -4.72
O -2.29 0.38 -5.69
C -1.75 0.34 -6.94
H -1.93 -1.99 -2.46
H -3.51 -1.17 -2.07
H -1.89 -0.38 -1.80
H -0.89 1.01 -6.91
H -2.51 0.72 -7.61
H -1.32 -0.62 -7.26
*
```



Record 12
ORCA calculation (ωB97M-V/def2-TZVPD) on a cluster of 4 separate species, C29H64N5O4 in total in a non-equilibrium geometry.

Output
HOMO-LUMO gap ... 6.44 eV

```
! RIJCOSX wB97M-V def2-TZVPD def2/J DEFGRID3
* xyz 1 1
C -2.99 -3.76 -2.53
C -3.22 -2.36 -1.92
C -3.66 -1.34 -2.90
N -4.81 -1.53 -3.52
N -5.41 -0.75 -4.40
C -4.77 0.35 -4.69
C -3.53 0.64 -4.12
C -2.93 -0.18 -3.23
C -1.59 0.13 -2.64
C -0.62 0.58 -3.75
C 0.82 0.64 -3.27
C 1.43 -0.74 -3.04
C 2.56 -0.63 -2.00
C 1.94 -0.67 -0.60
C 2.93 -0.15 0.43
C 2.88 1.37 0.58
C 1.48 1.86 1.07
C 1.65 3.01 2.05
O 0.50 3.24 2.85
C -0.59 3.69 2.09
H -3.17 -4.49 -1.75
H -3.65 -4.00 -3.35
H -1.94 -3.87 -2.80
H -4.03 -2.45 -1.19
H -2.36 -2.03 -1.37
H -5.31 -2.38 -3.30
H -5.22 1.03 -5.38
H -3.05 1.56 -4.41
H -1.68 0.91 -1.88
H -1.19 -0.77 -2.21
H -0.96 1.50 -4.20
H -0.69 -0.19 -4.53
H 1.42 1.13 -4.03
H 0.84 1.24 -2.36
H 0.68 -1.44 -2.67
H 1.79 -1.16 -3.98
H 3.05 0.33 -2.18
H 3.30 -1.41 -2.14
H 1.61 -1.68 -0.38
H 1.05 -0.05 -0.63
H 2.77 -0.61 1.40
H 3.95 -0.40 0.14
H 3.08 1.82 -0.39
H 3.66 1.66 1.28
H 1.00 1.00 1.53
H 0.95 2.16 0.17
H 2.46 2.77 2.73
H 1.87 3.91 1.48
H -0.29 4.43 1.35
H -1.11 2.85 1.62
H -1.30 4.17 2.75
C 3.63 -4.66 0.91
C 3.01 -3.78 1.99
C 2.92 -4.46 3.37
O 1.87 -5.39 3.50
C 2.16 -6.70 3.03
N 1.70 -3.31 1.53
H 2.95 -5.44 0.58
H 3.89 -4.06 0.04
H 4.54 -5.14 1.27
H 3.66 -2.91 2.11
H 2.71 -3.68 4.11
H 3.88 -4.91 3.65
H 3.20 -6.97 3.21
H 1.93 -6.79 1.96
H 1.52 -7.40 3.57
H 1.33 -2.65 2.21
H 1.06 -4.10 1.59
C -0.22 7.33 -2.94
C 0.14 6.63 -4.25
C -0.91 5.61 -4.71
O -0.88 4.38 -4.01
C -1.59 4.37 -2.78
N 1.47 6.04 -4.12
H -0.08 6.67 -2.07
H 0.42 8.20 -2.79
H -1.26 7.67 -2.94
H 0.19 7.40 -5.02
H -0.70 5.36 -5.75
H -1.92 6.04 -4.68
H -2.48 5.00 -2.82
H -0.94 4.70 -1.96
H -1.89 3.34 -2.57
H 1.76 5.66 -5.02
H 1.39 5.22 -3.52
C -2.04 -2.66 5.02
C -0.55 -2.37 5.15
C -0.16 -1.72 6.49
O -0.47 -0.34 6.57
C -1.79 -0.03 6.96
N -0.11 -1.57 4.00
H -2.62 -1.76 4.83
H -2.22 -3.33 4.18
H -2.43 -3.14 5.92
H -0.03 -3.33 5.11
H 0.92 -1.78 6.59
H -0.60 -2.26 7.34
H -2.18 -0.76 7.68
H -2.46 0.02 6.09
H -1.78 0.95 7.43
H 0.90 -1.46 4.05
H -0.46 -0.62 4.14
*
```



Number 1: energy -7453.3053 eV. Number 2: energy -34325.4467 eV. Number 3: energy -18748.6353 eV. Number 4: energy -8990.4736 eV. Number 5: energy -17605.4678 eV. Number 6: energy -8930.2582 eV. Number 7: energy -10761.2649 eV. Number 8: energy -16088.3822 eV. Number 9: energy -7356.5346 eV. Number 10: energy -25141.7403 eV. Number 11: energy -171311.2234 eV. Number 12: energy -46742.9354 eV.